{"formula": "C12H17FeIN2", "method": "ωB97M-V/def2-TZVPD", "symbols": ["C", "C", "H", "H", "H", "H", "H", "H", "Fe", "C", "H", "H", "H", "I", "N", "C", "C", "C", "C", "C", "C", "C", "C", "N", "C", "H", "H", "H", "H", "H", "H", "H", "H"], "coordinates": [[2.534625, 3.264376, -3.584225], [2.002346, 4.217507, -2.563069], [3.607701, 3.381487, -3.751376], [2.137657, 3.438543, -4.587184], [2.366284, 2.208673, -3.360179], [1.705200, 3.604111, -1.691912], [2.697871, 4.965108, -2.170458], [1.121725, 4.712635, -2.971437], [0.308932, 0.100115, -0.414164], [-1.029919, 0.857800, -1.546973], [-1.847731, 1.209480, -0.885346], [-1.411339, 0.103749, -2.257863], [-0.494413, 1.697961, -2.028131], [2.607445, -0.098118, 0.288970], [0.158016, -1.819120, -0.911681], [-0.497944, -2.368534, 0.300801], [-0.351220, -3.697220, 0.600597], [-0.817188, -4.124215, 1.856313], [-1.334159, -3.267484, 2.807122], [-1.379267, -1.861510, 2.574994], [-1.715172, -0.858701, 3.538975], [-1.499960, 0.485824, 3.256053], [-0.971321, 0.847616, 2.012480], [-0.783302, -0.089170, 1.049357], [-0.983645, -1.451705, 1.277164], [1.096026, -2.226687, -1.048947], [-0.338258, -2.022495, -1.791503], [0.121532, -4.388257, -0.109966], [-0.759812, -5.182800, 2.049472], [-1.711293, -3.650485, 3.754619], [-2.136791, -1.148014, 4.513477], [-1.716984, 1.274362, 3.999274], [-0.685644, 1.885167, 1.794747]], "forces_ev_per_angstrom": [[1.2, -0.4, -1.4], [-0.8, -0.3, 1.2], [0.1, -0.1, 0.3], [-0.3, 0.0, 0.1], [-0.1, 0.2, 0.1], [-0.1, 0.6, -0.2], [0.0, -0.1, -0.4], [-0.1, 0.2, 0.4], [1.8, 1.8, -2.6], [-1.0, 1.1, -1.0], [0.3, 0.1, -0.7], [0.0, 0.6, 0.0], [-0.8, -0.2, -0.3], [2.4, 0.1, 0.7], [-0.6, -2.2, -0.2], [1.2, -0.4, -1.1], [-0.5, 0.7, 0.1], [-0.3, -0.2, 0.5], [-0.1, -0.1, 0.0], [-0.1, -0.5, -0.5], [0.0, 0.4, -0.2], [-0.4, -0.5, 0.8], [-0.1, -1.9, -1.3], [-1.6, -0.2, 4.0], [0.4, 1.9, 1.1], [-0.5, 0.2, 0.5], [-0.1, 0.2, 0.7], [-0.3, 0.4, 0.4], [0.0, -0.1, 0.3], [0.2, 0.0, -0.2], [0.4, 0.0, -0.5], [0.2, -0.7, -0.5], [-0.2, -0.6, -0.2]], "nbo_charge": [-0.616, -0.621, 0.203, 0.199, 0.212, 0.210, 0.207, 0.204, 1.102, -1.216, 0.200, 0.195, 0.214, -0.636, -0.894, 0.111, -0.194, -0.200, -0.166, -0.100, -0.120, -0.251, 0.088, -0.534, 0.220, 0.415, 0.405, 0.231, 0.222, 0.220, 0.229, 0.235, 0.226], "molar_mass_g_mol": 372.031, "energy_ev": -58186.717, "largest_force_ev_per_a": 4.36, "total_charge": 0, "multiplicity": 5, "orbital_gap_ha": [0.2085, 0.2425], "e_homo_ev": [-6.58, -7.60]}

{"formula": "C12H17N", "method": "ωB97M-V/def2-TZVPD", "symbols": ["C", "C", "C", "C", "C", "C", "C", "C", "C", "N", "H", "H", "H", "H", "H", "H", "H", "H", "H", "C", "C", "C", "H", "H", "H", "H", "H", "H", "H", "H"], "coordinates": [[3.155652, 0.340395, -0.606852], [1.330560, -1.369159, 0.120542], [2.277732, -0.303373, 0.368514], [0.560491, -1.543287, 1.288116], [2.131345, 0.002815, 1.713906], [1.253285, -2.314048, -0.884631], [0.230780, -3.229069, -0.965581], [-0.519645, -3.376178, 0.238824], [-0.363315, -2.599433, 1.382303], [0.953454, -0.615523, 2.189810], [1.966519, -2.254189, -1.710837], [0.123060, -4.103369, -1.591919], [-1.291783, -4.122814, 0.367927], [4.097810, -0.122663, -0.901438], [3.265558, 1.410747, -0.377892], [2.761495, 0.463878, 2.461509], [0.682474, -0.454739, 3.145047], [-1.162019, -2.546193, 2.124521], [2.675588, 0.393700, -1.607355], [-2.273010, 2.635923, -0.092398], [-3.012922, 1.373726, -0.546396], [-1.266866, 3.237112, -1.157340], [-3.049343, 3.326629, 0.290532], [-1.746609, 2.502149, 0.852306], [-2.727461, 0.413906, -0.122762], [-1.381263, 2.621645, -2.039367], [-1.371299, 4.288394, -1.417920], [-2.928381, 1.208886, -1.622643], [-4.054650, 1.567534, -0.284757], [-0.317247, 3.166611, -0.613756]], "forces_ev_per_angstrom": [[0.1, 1.1, -2.0], [0.4, 0.1, 1.0], [-0.2, -0.6, 2.0], [-0.7, -0.7, -0.4], [-1.2, -0.4, -1.0], [0.1, 0.3, -2.5], [-0.2, -1.2, 3.0], [-0.6, 0.3, 0.6], [-0.6, 1.4, -1.2], [1.9, 0.6, 0.6], [-0.1, 0.1, 0.2], [0.4, 0.5, -0.8], [0.0, -0.2, -0.6], [0.3, -0.1, 0.7], [0.5, -0.4, 0.2], [-0.1, 0.7, -0.5], [-0.3, -0.6, -0.1], [0.5, -0.6, 0.2], [-0.3, -0.2, 0.5], [-0.1, 0.9, 0.3], [-0.4, 0.1, -0.1], [-0.6, -0.4, 1.9], [0.3, 0.2, -0.9], [0.4, -0.5, -0.1], [0.3, 0.1, 0.4], [0.7, 0.0, -0.3], [-0.5, 0.0, 0.1], [-0.2, 0.3, 0.0], [-0.1, -0.6, -0.3], [0.3, -0.2, -1.0]], "nbo_charge": [-0.648, -0.113, -0.071, 0.164, -0.039, -0.172, -0.265, -0.189, -0.271, -0.533, 0.207, 0.221, 0.203, 0.221, 0.225, 0.212, 0.410, 0.214, 0.222, -0.403, -0.617, -0.617, 0.194, 0.196, 0.213, 0.206, 0.208, 0.201, 0.207, 0.211], "molar_mass_g_mol": 175.275, "energy_ev": -14208.531, "smiles": "Cc1c[nH]c2ccccc12.CCC", "largest_force_ev_per_a": 3.26, "total_charge": 0, "orbital_gap_ha": 0.3189, "e_homo_ev": -7.81}